88
Properties=species:S:1:pos:R:3:forces:R:3 method="wB97M-V/def2-TZVPD" charge=-1 s2=0.760 max_force_ev_per_a=8.55 homo_energy_ev="-7.6 / -7.6" total_energy_ha=-8432.92706 relative_energy_kj_mol=1124.4 orbital_gap_ev="7.589 / 2.747" spin_multiplicity=2
Cu -0.1342 0.3748 0.1818 -0.3 0.2 0.0
C 0.8703 0.0983 -5.5031 0.6 0.6 -1.0
F 1.2910 -1.1530 -5.8289 -0.8 1.0 0.7
F 1.0828 0.8508 -6.6431 -0.7 -0.9 1.7
F -0.4706 0.1012 -5.1948 2.5 -0.2 -0.4
S 2.1576 0.8321 -4.0938 -0.9 0.9 0.1
O 2.9471 -0.2963 -3.6336 -1.1 1.1 -0.4
O 2.8473 1.9581 -4.7729 -1.5 -2.2 1.5
N 1.0123 1.3414 -2.8155 3.0 -1.3 -2.7
S 0.4556 2.7626 -3.2196 -1.7 1.0 0.8
O -0.0214 3.0040 -4.5545 0.5 -0.5 0.0
O -0.4656 3.0671 -2.1439 0.2 -0.1 0.0
C 1.7646 4.0892 -2.9754 -1.4 0.7 -0.6
F 1.0815 5.0775 -2.4202 -0.7 1.1 0.6
F 2.6778 3.7597 -2.1063 1.4 -0.7 0.2
F 2.2531 4.6331 -4.0923 0.6 -0.8 0.0
C -2.3965 1.0396 5.2726 0.6 -0.7 -2.0
F -1.5418 0.2028 5.8244 -0.1 -1.2 0.6
F -3.5208 1.1258 5.9393 -0.5 -0.2 0.5
F -1.7667 2.1938 5.3368 -0.1 1.5 -0.5
S -2.7990 0.5009 3.3926 2.4 3.4 -0.1
O -4.1517 0.1125 3.4691 -1.3 -1.5 0.0
O -2.6285 1.7208 2.6150 1.0 -0.8 0.4
N -1.5729 -0.5750 2.9759 -2.7 1.5 1.5
S -2.1950 -1.9874 3.4918 2.5 -1.1 0.3
O -3.0060 -2.0118 4.6661 0.0 0.2 0.6
O -2.6486 -2.6591 2.3347 -0.4 -1.5 -1.1
C -0.5159 -2.8091 4.0688 -2.9 1.1 -0.4
F -0.7592 -3.9676 4.6671 0.1 -0.6 -0.3
F 0.2129 -2.9433 2.9886 1.0 -0.6 -0.6
F 0.0914 -2.0466 4.9385 0.7 0.7 0.6
C 5.7102 -5.1367 1.5635 -0.3 0.8 1.0
F 6.4593 -6.0323 2.2775 -1.4 1.6 -1.7
F 4.9208 -5.7439 0.6448 0.9 0.8 2.0
F 5.0435 -4.3204 2.4882 0.6 -2.3 -2.0
S 6.8249 -3.8763 0.6171 6.4 -3.1 -1.7
O 7.6725 -3.2513 1.6537 -2.3 -0.2 -1.6
O 7.6979 -4.6191 -0.3591 -3.4 1.5 2.0
N 5.7493 -2.8664 -0.3073 2.1 -1.8 1.8
S 5.4027 -1.7523 0.7404 -6.7 4.7 2.5
O 4.0174 -1.2822 0.4218 3.1 -0.7 -0.1
O 5.5725 -1.7535 2.2017 0.9 -0.5 -2.1
C 6.6193 -0.2946 0.1738 -0.3 3.1 -1.0
F 7.8277 -0.7696 -0.0562 -0.8 0.6 0.6
F 6.1090 0.2716 -0.9649 0.7 -1.6 1.8
F 6.5613 0.7316 1.1148 0.5 -2.9 -1.5
C -2.8357 -8.0286 -2.2263 1.0 -0.3 -0.8
C -3.2107 -6.7550 -1.8448 2.1 0.9 0.6
C -2.2013 -5.7696 -1.8905 0.7 0.5 -0.8
C -0.8894 -5.9586 -2.4138 -2.6 -0.6 1.0
C -0.5317 -7.2596 -2.8195 -1.0 1.7 0.0
C -1.5347 -8.2466 -2.7516 0.4 0.6 0.0
N 0.0518 -4.7987 -2.3438 1.9 -1.0 1.8
O 1.1644 -5.0151 -2.8920 -2.5 1.3 0.9
O -0.2094 -3.9003 -1.5076 0.7 -1.6 -2.7
H -3.5018 -8.8782 -2.1973 -0.2 0.0 0.1
H -4.1032 -6.4216 -1.3361 -0.4 -0.6 -0.3
H -2.4445 -4.7700 -1.5617 0.0 0.1 0.1
H 0.4597 -7.3211 -3.2433 0.0 -0.8 0.0
H -1.2576 -9.1952 -3.1874 -0.2 -0.3 0.3
C 1.0060 7.5519 5.3162 -1.2 -0.3 -1.3
C 0.5194 7.2605 4.0298 0.7 -1.0 0.2
C 0.9029 6.0416 3.3855 -1.9 1.1 0.5
C 1.7694 5.1620 3.9906 0.4 1.2 0.6
C 2.3269 5.4978 5.2289 -1.1 0.4 0.3
C 1.8102 6.6418 5.9136 2.1 -1.8 0.1
N 2.0235 3.8105 3.4547 -1.3 -0.7 -2.0
O 1.6366 3.3969 2.3616 -0.4 2.0 -0.1
O 2.5417 3.0513 4.1925 1.9 -1.3 2.6
H 0.6438 8.3652 5.9276 -0.1 0.3 -0.3
H -0.2522 7.8981 3.6243 0.1 -0.1 -0.4
H 0.2552 5.6866 2.5976 0.4 0.1 -0.6
H 3.0153 4.7870 5.6617 -0.1 0.2 0.3
H 2.0442 6.8198 6.9528 0.5 -0.2 0.0
C -6.6236 3.9609 -3.8073 -0.3 -1.1 -0.2
C -6.1898 3.8920 -2.5025 -0.2 -2.7 0.6
C -5.6459 2.6401 -2.0231 0.3 1.2 -0.9
C -5.4321 1.5671 -2.9125 -1.3 2.2 0.8
C -6.0110 1.6562 -4.1821 0.5 -1.3 -0.4
C -6.5353 2.8173 -4.6631 0.0 2.5 1.0
N -4.6418 0.4155 -2.5592 2.9 -2.4 1.1
O -4.7063 -0.6276 -3.2086 -1.2 1.1 -0.3
O -3.7689 0.4878 -1.6695 -1.9 1.2 -0.8
H -7.2299 4.7916 -4.1371 0.4 0.4 -0.2
H -6.4387 4.6098 -1.7349 0.2 0.4 -0.2
H -5.4223 2.6417 -0.9665 0.5 -0.5 -0.1
H -6.0773 0.7401 -4.7503 0.5 0.0 -0.3
H -6.8140 3.0530 -5.6796 -0.3 -0.9 -0.2